No. 1
{
  "formula": "C10H13AsBr",
  "method": "ωB97M-V/def2-TZVPD",
  "relative_energy_ev": 4.316,
  "e_homo_ha": -0.17097,
  "charge": -1,
  "gap_ha": 0.2960,
  "species": ["C", "C", "C", "C", "C", "As", "Br", "C", "C", "C", "C", "C", "H", "H", "H", "H", "H", "H", "H", "H", "H", "H", "H", "H", "H"],
  "positions_angstrom": [[-2.847, -2.406, 1.572], [-1.496, -2.758, 1.269], [0.004, -2.785, 0.588], [1.076, -1.730, 1.227], [0.502, -0.237, 1.560], [0.842, 1.157, 0.132], [1.675, 2.617, 1.836], [0.075, 0.015, -1.349], [-0.441, -0.687, -2.456], [1.034, 2.663, -1.212], [-0.492, 3.035, -1.777], [-1.795, 3.239, -2.326], [-3.870, -1.900, 1.922], [0.434, -3.876, 0.812], [-0.075, -2.734, -0.597], [1.565, -2.189, 2.214], [1.993, -1.609, 0.472], [1.091, 0.140, 2.528], [-0.632, -0.176, 1.839], [2.303, 0.692, -0.115], [-0.591, 1.733, 0.452], [-0.530, -1.400, -3.409], [1.434, 3.680, -0.730], [1.727, 2.317, -2.090], [-2.987, 3.196, -2.361]],
  "mulliken_charge": [-0.262, -0.270, -0.311, -0.421, -0.914, 0.061, -0.558, 0.064, -0.689, -0.590, -0.049, -0.443, 0.311, 0.284, 0.165, 0.305, 0.225, 0.341, 0.234, 0.171, 0.166, 0.277, 0.341, 0.290, 0.271]
}

No. 2
{
  "formula": "C10H17NO3",
  "method": "ωB97M-V/def2-TZVPD",
  "e_homo_ha": [-0.13880, -0.31620],
  "s_squared": 2.0217,
  "gap_ha": [0.1707, 0.2615],
  "multiplicity": 3,
  "species": ["C", "C", "C", "C", "C", "C", "C", "C", "C", "C", "N", "O", "O", "O", "H", "H", "H", "H", "H", "H", "H", "H", "H", "H", "H", "H", "H", "H", "H", "H", "H"],
  "positions_angstrom": [[3.194, 1.133, 0.201], [1.855, 1.463, 0.552], [3.200, -0.198, -0.121], [1.051, 0.343, 0.371], [-0.857, 0.486, -2.249], [1.623, -2.042, -0.335], [-0.454, 0.679, 2.712], [-2.472, -1.115, 0.423], [-1.058, 1.344, -0.927], [-0.498, 0.408, 0.312], [1.944, -0.675, 0.071], [-0.430, 2.566, -0.839], [-1.013, 1.060, 1.459], [-1.086, -0.894, 0.165], [3.979, 1.798, 0.180], [1.401, 2.438, 0.802], [3.852, -0.943, -0.487], [0.118, 0.564, -2.857], [-0.919, -0.507, -2.114], [-1.604, 0.833, -2.926], [1.678, -2.640, 0.534], [0.508, -2.194, -0.612], [2.241, -2.478, -1.064], [-1.362, 0.777, 3.303], [0.464, 1.324, 2.896], [-0.114, -0.393, 2.453], [-2.467, -2.067, 0.725], [-2.938, -0.977, -0.492], [-2.988, -0.334, 0.996], [-2.192, 1.324, -0.895], [-0.103, 2.760, -1.762]],
  "mulliken_spin": [-0.036, 0.448, 0.552, 0.565, 0.009, 0.024, 0.018, 0.002, 0.082, 0.168, 0.130, 0.010, 0.026, 0.032, 0.001, -0.004, 0.044, -0.004, -0.010, 0.009, -0.006, -0.002, -0.020, 0.002, 0.001, -0.029, 0.000, -0.001, -0.001, -0.011, -0.001]
}

No. 3
{
  "formula": "H14O6S",
  "method": "ωB97M-V/def2-TZVPD",
  "relative_energy_ev": 0.790,
  "e_homo_ha": -0.36611,
  "smiles": "O.O.O.O.O.O.S",
  "gap_ha": 0.3785,
  "species": ["O", "H", "H", "O", "H", "H", "O", "H", "H", "O", "H", "H", "O", "H", "H", "O", "H", "H", "S", "H", "H"],
  "positions_angstrom": [[2.003, -2.079, 2.517], [2.459, -2.485, 3.259], [2.607, -1.530, 1.971], [1.304, -3.608, -1.120], [0.603, -3.226, -1.673], [0.979, -3.549, -0.216], [-0.146, -1.654, 1.149], [-0.959, -2.035, 1.507], [0.341, -1.488, 1.990], [-0.668, 0.780, -0.430], [-1.473, 1.061, 0.046], [-0.403, 0.104, 0.243], [3.550, -1.402, 0.184], [3.071, -0.646, -0.215], [3.812, -2.044, -0.447], [2.229, 1.030, -1.104], [2.381, 1.841, -1.613], [1.292, 1.121, -0.947], [-4.527, 3.739, -0.813], [-4.059, 4.973, -0.904], [-4.155, 3.503, 0.471]],
  "mulliken_charge": [-0.670, 0.282, 0.347, -0.623, 0.305, 0.321, -0.636, 0.277, 0.366, -0.703, 0.309, 0.355, -0.619, 0.380, 0.283, -0.635, 0.316, 0.348, -0.287, 0.145, 0.139]
}

No. 4
{
  "formula": "C3H8O2",
  "method": "ωB97M-V/def2-TZVPD",
  "relative_energy_ev": 6.156,
  "e_homo_ha": [-0.30082, -0.30097],
  "gap_ha": [0.2970, 0.2971],
  "species": ["C", "C", "C", "O", "O", "H", "H", "H", "H", "H", "H", "H", "H"],
  "positions_angstrom": [[-0.380, 0.119, -0.367], [1.612, 0.759, -0.190], [-0.382, -1.259, 0.234], [-0.201, 1.189, 0.329], [-2.185, 0.873, 0.048], [-2.459, 0.629, 0.944], [-0.489, 0.193, -1.453], [-0.333, -1.194, 1.321], [1.856, 1.812, -0.234], [1.819, 0.253, -1.131], [1.976, 0.241, 0.688], [-1.298, -1.771, -0.055], [0.464, -1.844, -0.134]],
  "mulliken_charge": [0.512, -0.813, -1.265, -0.274, -0.773, 0.239, 0.364, 0.350, 0.283, 0.358, 0.318, 0.335, 0.366]
}

No. 5
{
  "formula": "C11H11MnN3O8S2",
  "method": "ωB97M-V/def2-TZVPD",
  "relative_energy_ev": 0.000,
  "e_homo_ha": [-0.59450, -0.59450],
  "s_squared": 0.8101,
  "charge": 2,
  "gap_ha": [0.2603, 0.2840],
  "multiplicity": 2,
  "species": ["Mn", "O", "C", "O", "C", "C", "C", "C", "C", "N", "C", "O", "O", "H", "H", "H", "O", "S", "O", "O", "O", "C", "N", "C", "C", "N", "C", "S", "H", "H", "H", "H", "H", "H", "H", "H"],
  "positions_angstrom": [[-1.371, 0.852, 2.619], [-1.873, -1.933, 5.225], [-1.666, -1.265, 4.277], [-1.716, 0.084, 4.235], [-1.367, -1.879, 2.986], [-1.623, -3.267, 2.685], [-1.830, -3.612, 1.372], [-1.630, -2.743, 0.303], [-1.200, -1.469, 0.657], [-1.138, -1.039, 1.954], [-0.870, -0.585, -0.540], [-1.040, -0.960, -1.705], [-0.169, 0.594, -0.266], [-1.632, -4.000, 3.437], [-2.113, -4.654, 1.074], [-1.675, -3.088, -0.733], [-3.449, 0.714, 1.623], [-4.769, 1.230, 1.826], [-5.950, 0.463, 1.993], [-0.223, 1.905, 2.794], [-4.846, 2.626, 1.543], [1.911, 2.632, -3.915], [2.465, 1.922, -2.814], [3.886, 1.467, -2.745], [4.024, 0.449, -1.529], [2.615, 0.606, -0.974], [1.851, 1.377, -1.749], [0.155, 1.605, -1.576], [2.566, 2.635, -4.731], [1.541, 3.624, -3.712], [1.060, 2.051, -4.335], [4.598, 2.304, -2.687], [4.082, 1.032, -3.727], [4.853, 0.736, -0.825], [4.182, -0.602, -1.941], [2.360, 0.189, -0.099]],
  "mulliken_spin": [1.153, 0.002, 0.000, 0.002, 0.012, -0.004, 0.004, -0.003, -0.003, -0.023, -0.004, 0.001, 0.008, 0.000, 0.000, 0.000, -0.004, 0.001, 0.000, -0.143, 0.000, 0.000, 0.000, 0.000, 0.000, 0.000, 0.000, 0.000, 0.000, 0.000, 0.000, 0.000, 0.000, 0.000, 0.000, 0.000]
}

No. 6
{
  "formula": "C4H7NO",
  "method": "ωB97M-V/def2-TZVPD",
  "relative_energy_ev": 7.341,
  "e_homo_ha": -0.29047,
  "gap_ha": 0.3137,
  "species": ["O", "C", "C", "C", "N", "C", "H", "H", "H", "H", "H", "H", "H"],
  "positions_angstrom": [[2.129, 1.449, -0.387], [0.727, -0.162, -0.303], [0.044, -1.502, 0.049], [-1.099, -0.553, -0.088], [-1.259, 0.276, 1.084], [-0.269, 0.742, 0.124], [2.298, 1.407, 0.567], [1.550, 0.489, -1.109], [0.010, -1.941, 1.055], [0.172, -2.234, -0.745], [-1.840, -0.627, -0.892], [-2.045, 0.926, 0.938], [-0.418, 1.731, -0.294]],
  "mulliken_charge": [-0.825, -0.245, -0.580, -0.023, -0.568, 0.006, 0.247, 0.418, 0.281, 0.255, 0.355, 0.293, 0.386]
}